ORCA calculation (wB97M-V/def2-TZVPD) on a 16-piece molecular cluster, C79H189N11O16 overall.

CARTESIAN COORDINATES (ANGSTROEM)
1 C -11.405 -22.493 -1.630
2 O -12.268 -22.047 -2.606
3 H -11.896 -22.684 -0.676
4 H -11.111 -23.428 -2.107
5 H -10.405 -22.062 -1.591
6 H -11.820 -21.295 -3.000
7 C -17.582 -23.954 -10.302
8 O -17.151 -24.171 -11.679
9 H -16.886 -24.494 -9.660
10 H -17.554 -22.889 -10.073
11 H -18.559 -24.388 -10.094
12 H -17.653 -23.536 -12.196
13 C -15.619 -28.124 -8.307
14 O -15.887 -29.333 -7.585
15 H -16.254 -28.030 -9.188
16 H -15.815 -27.196 -7.769
17 H -14.571 -28.151 -8.603
18 H -15.342 -29.331 -6.794
19 C -14.128 -25.255 -11.744
20 O -15.282 -26.051 -11.575
21 H -14.511 -24.479 -12.408
22 H -13.746 -24.815 -10.823
23 H -13.394 -25.803 -12.335
24 H -16.025 -25.444 -11.560
25 C -14.332 -24.735 -1.321
26 O -14.060 -25.309 -0.078
27 H -14.799 -25.467 -1.980
28 H -14.888 -23.819 -1.123
29 H -13.433 -24.374 -1.821
30 H -14.178 -24.582 0.538
31 C -11.193 -17.861 -2.207
32 C -10.942 -18.426 -3.621
33 C -9.734 -17.871 -4.440
34 O -10.036 -18.018 -5.835
35 C -9.121 -17.253 -6.642
36 N -10.842 -19.852 -3.619
37 H -10.955 -16.798 -2.200
38 H -10.426 -18.431 -1.683
39 H -12.154 -18.114 -1.758
40 H -11.882 -18.308 -4.160
41 H -8.824 -18.388 -4.133
42 H -9.637 -16.831 -4.130
43 H -9.507 -16.234 -6.666
44 H -8.976 -17.650 -7.647
45 H -8.137 -17.234 -6.173
46 H -10.061 -20.188 -3.073
47 H -10.612 -20.103 -4.570
48 C -19.459 -25.247 1.541
49 C -19.747 -24.439 0.289
50 C -18.527 -24.422 -0.742
51 O -18.624 -23.462 -1.874
52 C -17.473 -23.579 -2.729
53 N -20.837 -24.979 -0.526
54 H -19.083 -26.212 1.201
55 H -20.271 -25.470 2.233
56 H -18.666 -24.771 2.118
57 H -19.993 -23.431 0.623
58 H -18.535 -25.429 -1.160
59 H -17.587 -24.315 -0.201
60 H -17.368 -24.610 -3.068
61 H -16.560 -23.098 -2.377
62 H -17.811 -23.093 -3.644
63 H -20.724 -25.924 -0.866
64 H -20.910 -24.457 -1.388
65 C -19.898 -28.243 -3.774
66 C -20.153 -26.767 -3.806
67 C -19.356 -26.074 -5.005
68 O -19.823 -26.532 -6.297
69 C -19.180 -25.866 -7.448
70 N -21.603 -26.448 -3.928
71 H -20.537 -28.662 -2.997
72 H -18.851 -28.464 -3.563
73 H -20.126 -28.655 -4.757
74 H -19.857 -26.270 -2.882
75 H -18.282 -26.200 -4.872
76 H -19.611 -25.018 -4.913
77 H -19.237 -24.780 -7.379
78 H -19.719 -26.187 -8.339
79 H -18.174 -26.283 -7.482
80 H -22.018 -26.870 -4.747
81 H -22.068 -26.771 -3.091
82 C -15.569 -27.597 -3.291
83 C -15.518 -29.107 -3.556
84 C -14.206 -29.576 -4.063
85 O -13.908 -28.919 -5.284
86 C -12.555 -29.088 -5.710
87 N -15.848 -29.789 -2.258
88 H -14.689 -27.408 -2.677
89 H -16.458 -27.223 -2.783
90 H -15.427 -27.084 -4.242
91 H -16.255 -29.391 -4.307
92 H -14.347 -30.651 -4.175
93 H -13.434 -29.458 -3.303
94 H -12.421 -30.094 -6.108
95 H -11.815 -28.941 -4.923
96 H -12.363 -28.420 -6.549
97 H -16.742 -29.525 -1.869
98 H -15.303 -29.517 -1.453
99 C -15.141 -19.807 -0.121
100 C -16.296 -20.351 -0.806
101 C -17.661 -19.865 -0.188
102 O -17.730 -20.477 1.041
103 C -18.804 -20.026 1.853
104 N -16.199 -20.035 -2.216
105 H -15.271 -18.726 -0.061
106 H -14.275 -19.950 -0.767
107 H -14.811 -20.161 0.856
108 H -16.185 -21.430 -0.701
109 H -18.530 -20.207 -0.751
110 H -17.711 -18.777 -0.162
111 H -18.865 -18.945 1.728
112 H -18.588 -20.290 2.888
113 H -19.702 -20.524 1.488
114 H -16.862 -20.576 -2.752
115 H -15.247 -20.200 -2.512
116 C -18.752 -15.436 -3.898
117 C -17.711 -16.523 -4.371
118 C -17.085 -16.298 -5.818
119 C -16.023 -15.172 -5.873
120 C -14.973 -15.434 -4.851
121 C -15.515 -15.742 -3.436
122 N -16.575 -16.734 -3.468
123 O -16.880 -17.335 -2.239
124 C -14.288 -16.430 -2.708
125 C -15.974 -14.410 -2.795
126 C -18.364 -17.952 -4.536
127 H -18.784 -15.385 -2.809
128 H -19.718 -15.795 -4.253
129 H -18.559 -14.427 -4.260
130 H -16.667 -17.234 -6.187
131 H -17.920 -16.138 -6.500
132 H -16.441 -14.188 -5.663
133 H -15.519 -15.077 -6.835
134 H -14.335 -14.552 -4.818
135 H -14.327 -16.229 -5.225
136 H -14.624 -16.894 -1.780
137 H -14.076 -17.327 -3.289
138 H -13.335 -15.901 -2.682
139 H -15.093 -13.931 -2.369
140 H -16.456 -13.657 -3.420
141 H -16.661 -14.616 -1.975
142 H -18.813 -18.263 -3.593
143 H -17.686 -18.735 -4.875
144 H -19.198 -17.916 -5.236
145 H -16.585 -18.224 -2.448
146 C -13.805 -19.693 -5.963
147 C -14.518 -20.867 -6.658
148 C -13.929 -20.934 -8.022
149 C -14.157 -22.253 -8.723
150 C -13.780 -23.478 -7.814
151 C -14.338 -23.384 -6.368
152 N -14.172 -22.036 -5.850
153 O -14.580 -21.969 -4.470
154 C -15.877 -23.808 -6.433
155 C -13.500 -24.363 -5.528
156 C -16.027 -20.501 -6.767
157 H -14.104 -19.494 -4.933
158 H -13.843 -18.710 -6.433
159 H -12.724 -19.821 -5.897
160 H -14.338 -20.178 -8.693
161 H -12.897 -20.586 -8.073
162 H -13.688 -22.346 -9.703
163 H -15.178 -22.354 -9.090
164 H -12.706 -23.664 -7.817
165 H -14.231 -24.379 -8.230
166 H -16.432 -23.291 -7.216
167 H -16.007 -24.870 -6.641
168 H -16.431 -23.545 -5.532
169 H -13.360 -25.320 -6.029
170 H -12.553 -23.921 -5.218
171 H -13.973 -24.555 -4.565
172 H -16.634 -21.029 -7.501
173 H -16.151 -19.448 -7.020
174 H -16.524 -20.651 -5.808
175 H -13.755 -22.086 -3.995
176 C -23.762 -18.461 -11.278
177 C -22.917 -19.170 -10.174
178 C -23.002 -20.709 -10.398
179 C -22.134 -21.580 -9.430
180 C -20.684 -21.098 -9.537
181 C -20.427 -19.615 -9.339
182 N -21.447 -18.842 -10.135
183 O -21.252 -17.427 -10.224
184 C -20.384 -19.266 -7.803
185 C -19.033 -19.304 -9.944
186 C -23.499 -18.790 -8.830
187 H -23.882 -17.387 -11.134
188 H -24.718 -18.975 -11.382
189 H -23.137 -18.537 -12.168
190 H -24.025 -21.086 -10.368
191 H -22.676 -20.980 -11.402
192 H -22.121 -22.648 -9.651
193 H -22.382 -21.469 -8.375
194 H -20.380 -21.418 -10.534
195 H -20.134 -21.689 -8.805
196 H -21.394 -19.082 -7.437
197 H -20.075 -20.067 -7.131
198 H -19.743 -18.441 -7.495
199 H -18.894 -19.505 -11.006
200 H -18.775 -18.253 -9.813
201 H -18.270 -19.864 -9.405
202 H -23.140 -19.377 -7.985
203 H -24.583 -18.679 -8.836
204 H -23.294 -17.751 -8.568
205 H -20.798 -17.391 -11.069
206 C -11.534 -16.551 -12.729
207 C -11.753 -16.031 -11.262
208 C -12.341 -14.535 -11.545
209 C -12.961 -13.940 -10.253
210 C -13.997 -14.932 -9.705
211 C -13.508 -16.358 -9.386
212 N -12.807 -16.809 -10.606
213 O -12.495 -18.134 -10.574
214 C -12.658 -16.385 -8.077
215 C -14.773 -17.243 -9.104
216 C -10.365 -15.888 -10.524
217 H -12.489 -16.823 -13.179
218 H -10.989 -17.495 -12.694
219 H -10.987 -15.800 -13.299
220 H -11.550 -13.905 -11.953
221 H -13.077 -14.548 -12.349
222 H -13.498 -13.023 -10.496
223 H -12.189 -13.700 -9.521
224 H -14.760 -15.023 -10.478
225 H -14.505 -14.586 -8.804
226 H -13.273 -16.231 -7.190
227 H -12.106 -17.321 -7.996
228 H -11.975 -15.539 -8.160
229 H -15.549 -17.339 -9.863
230 H -14.429 -18.259 -8.910
231 H -15.218 -16.845 -8.192
232 H -10.424 -15.170 -9.706
233 H -9.675 -15.482 -11.263
234 H -9.960 -16.830 -10.155
235 H -13.233 -18.556 -11.020
236 C -8.497 -23.058 -9.810
237 C -8.674 -22.125 -8.620
238 C -10.089 -22.368 -8.035
239 C -10.331 -21.848 -6.626
240 C -9.212 -22.245 -5.674
241 C -7.818 -22.036 -6.190
242 N -7.642 -22.456 -7.618
243 O -6.425 -22.220 -8.083
244 C -7.362 -20.581 -5.973
245 C -6.870 -22.964 -5.261
246 C -8.570 -20.640 -9.128
247 H -9.245 -22.738 -10.535
248 H -7.507 -22.921 -10.245
249 H -8.538 -24.112 -9.533
250 H -10.883 -21.996 -8.683
251 H -10.215 -23.449 -7.972
252 H -10.384 -20.771 -6.784
253 H -11.297 -22.204 -6.266
254 H -9.444 -23.289 -5.466
255 H -9.374 -21.786 -4.699
256 H -7.491 -20.237 -4.946
257 H -7.847 -19.791 -6.547
258 H -6.292 -20.529 -6.172
259 H -7.264 -23.965 -5.436
260 H -6.995 -22.747 -4.201
261 H -5.819 -22.931 -5.549
262 H -8.945 -19.944 -8.377
263 H -7.533 -20.525 -9.443
264 H -9.153 -20.455 -10.030
265 H -6.155 -23.062 -8.456
266 C -11.551 -26.229 -3.737
267 C -10.503 -26.511 -2.683
268 C -9.259 -25.632 -3.040
269 C -8.208 -25.664 -1.983
270 C -8.822 -25.319 -0.610
271 C -10.038 -26.178 -0.138
272 N -10.990 -26.200 -1.357
273 O -12.202 -26.829 -1.120
274 C -9.553 -27.519 0.437
275 C -10.721 -25.356 0.983
276 C -10.051 -27.949 -2.884
277 H -11.153 -26.319 -4.748
278 H -11.881 -25.198 -3.607
279 H -12.398 -26.912 -3.668
280 H -8.747 -26.147 -3.853
281 H -9.573 -24.627 -3.321
282 H -7.443 -24.929 -2.236
283 H -7.713 -26.634 -1.935
284 H -9.159 -24.294 -0.763
285 H -7.986 -25.244 0.086
286 H -10.431 -28.163 0.401
287 H -8.817 -28.078 -0.140
288 H -9.265 -27.469 1.487
289 H -11.576 -25.879 1.412
290 H -10.045 -25.090 1.795
291 H -11.047 -24.408 0.557
292 H -9.711 -28.175 -3.894
293 H -10.814 -28.694 -2.656
294 H -9.270 -28.168 -2.156
295 H -12.728 -26.059 -0.894

Values from the calculation:
- expectation value of S² = 0.75
- charge = +1
- 2S+1 = 2
- F_max (eV/Å) = 5.197
- highest occupied orbital energy (spin up / spin down) (eV) = -9.2 / -9.2
- Kohn-Sham gap (spin up / spin down) (eV) = 6.478 / 2.257

***

ORCA calculation (wB97M-V/def2-TZVPD) on C18H10BrClF4IrO4P as an isolated structure.

CARTESIAN COORDINATES (ANGSTROEM)
1 Ir -1.939 2.137 -0.130
2 O -3.088 5.132 1.952
3 Cl -1.987 4.387 1.630
4 O -0.778 4.784 2.162
5 O -2.198 2.948 1.970
6 O -1.848 4.253 0.157
7 F -3.365 -4.744 -0.052
8 C -2.708 -3.617 -0.154
9 C -1.310 -3.610 -0.225
10 F -0.628 -4.731 -0.234
11 C -0.645 -2.386 -0.282
12 F 0.685 -2.359 -0.334
13 C -1.309 -1.160 -0.312
14 P -0.305 0.384 -0.273
15 C 0.800 0.246 -1.703
16 C 2.068 0.826 -1.676
17 C 2.870 0.829 -2.810
18 C 2.371 0.312 -3.999
19 C 1.123 -0.289 -4.019
20 C 0.309 -0.294 -2.893
21 C 0.711 0.217 1.238
22 C 0.150 0.681 2.427
23 C 0.908 0.608 3.590
24 C 2.149 -0.011 3.604
25 C 2.715 -0.452 2.417
26 C 1.986 -0.352 1.241
27 C -2.707 -1.190 -0.304
28 Br -3.778 0.404 -0.520
29 C -3.398 -2.397 -0.203
30 F -4.709 -2.389 -0.154
31 H 2.413 1.330 -0.781
32 H 3.859 1.261 -2.781
33 H 2.973 0.360 -4.897
34 H 0.788 -0.800 -4.912
35 H -0.675 -0.742 -2.930
36 H -0.815 1.171 2.429
37 H 0.543 1.113 4.476
38 H 2.690 -0.146 4.534
39 H 3.686 -0.924 2.411
40 H 2.395 -0.791 0.339

Values from the calculation:
- expectation value of S² = 6.03
- charge = +2
- 2S+1 = 5
- F_max (eV/Å) = 2.461
- highest occupied orbital energy (spin up / spin down) (eV) = -15.3 / -15.7
- Kohn-Sham gap (spin up / spin down) (eV) = 7.811 / 4.066

***

ORCA calculation (wB97M-V/def2-TZVPD) on a 2-piece molecular cluster, C4H5F2N overall.

CARTESIAN COORDINATES (ANGSTROEM)
1 C -0.485 1.849 0.299
2 C -1.686 -1.451 -0.222
3 C -0.421 0.507 0.289
4 C 1.883 -0.265 -0.311
5 N -1.293 -0.429 0.368
6 F 1.981 -1.303 0.742
7 F 2.529 0.787 0.082
8 H -1.266 2.540 0.686
9 H 0.426 2.336 0.222
10 H -2.481 -1.991 0.247
11 H -1.244 -1.873 -1.144
12 H 2.056 -0.707 -1.258

Values from the calculation:
- relative energy (zero: lowest compared OMol25 entry of this formula, charge and spin) (kJ/mol) = 482.7
- 2S+1 = 1
- F_max (eV/Å) = 5.713
- highest occupied orbital energy (spin up / spin down) (eV) = -7.9 / -8.4
- Kohn-Sham gap (spin up / spin down) (eV) = 7.621 / 7.869

***

| no. | calculated total energy (eV) |
| --- | --- |
| 1 | -134117.0490 |
| 2 | -132550.9665 |
| 3 | -11148.4787 |